{
  "formula": "C46H40F7N2O14P",
  "method": "ωB97M-V with the def2-TZVPD basis set",
  "species": ["P", "F", "F", "F", "F", "F", "F", "F", "O", "O", "O", "O", "O", "O", "O", "O", "O", "O", "O", "O", "O", "O", "N", "N", "C", "C", "C", "C", "C", "C", "C", "C", "C", "C", "C", "C", "C", "C", "C", "C", "C", "C", "C", "C", "C", "C", "C", "C", "C", "C", "C", "C", "C", "C", "C", "C", "C", "C", "C", "C", "C", "C", "C", "C", "C", "C", "C", "C", "C", "C", "H", "H", "H", "H", "H", "H", "H", "H", "H", "H", "H", "H", "H", "H", "H", "H", "H", "H", "H", "H", "H", "H", "H", "H", "H", "H", "H", "H", "H", "H", "H", "H", "H", "H", "H", "H", "H", "H", "H", "H"],
  "xyz": [[-1.8822, 4.3942, -0.6663], [2.0647, 6.5909, -2.0366], [5.0507, 5.4207, -4.5895], [2.5012, 6.1356, -4.1093], [4.9596, 7.2408, -3.4313], [4.2420, 5.9375, -1.2330], [4.2311, 4.0267, -2.2449], [6.3023, 5.6482, -2.8525], [5.7134, 1.1822, -2.9626], [3.5607, 3.1316, -4.9244], [7.8270, 8.5176, 1.3191], [-1.9118, -4.2312, 2.6230], [-4.0087, -1.2402, -1.2248], [-1.6611, -4.7041, 7.8902], [0.6698, 1.2555, -3.8901], [-5.7828, -5.6681, 6.8802], [11.1302, 7.2701, -2.6265], [-7.7272, -7.6582, -3.1001], [-6.9290, -8.2331, 11.3652], [-3.1915, -5.0646, -2.2532], [-6.2593, -3.7265, 2.8673], [1.1627, 4.6174, -0.4267], [-2.6580, 5.5457, -1.4097], [-1.4320, -0.2273, -2.4549], [-7.6889, -7.4504, 9.2801], [-6.0455, -6.2558, 7.9105], [2.5241, 5.6152, -2.8548], [9.9660, 8.7675, 0.3706], [-5.6580, -7.5985, -1.9795], [-3.0961, -4.5125, 4.6532], [0.4557, 2.3546, -3.4313], [-3.0240, -4.6226, 5.9778], [-5.0193, -6.4471, 8.9668], [2.1802, 3.3735, -5.0241], [4.0191, 5.3376, -2.4214], [-4.5198, -1.8129, -0.2827], [3.8859, 1.8703, -4.3615], [6.8704, 1.6805, -2.3148], [-6.6880, -7.0667, -2.9087], [-6.3957, -5.7804, -3.5920], [1.4556, 3.4594, -3.6897], [1.5927, 4.4168, -2.7610], [-7.4011, -6.8046, 8.1537], [10.7961, 8.4533, -0.6198], [-6.6654, -7.6461, 10.3394], [7.5981, 0.5463, -1.5808], [10.3730, 7.5548, -1.7240], [-2.1086, 2.0915, -2.9334], [-6.2277, -1.8294, 1.4752], [8.5810, 8.2322, 0.4149], [-1.8726, -4.3382, 3.8326], [-0.5672, -4.2942, 4.5439], [-1.7207, -4.5839, 6.6830], [-5.7429, -3.1592, 1.9272], [-0.5906, 3.6829, -1.7134], [-5.3089, -7.0934, 10.0928], [5.4033, 1.7986, -4.2022], [-5.6593, -1.2044, 0.4484], [-4.5179, -6.9471, -1.7675], [-4.0335, -3.1365, 0.1697], [8.9890, 7.0200, -1.6800], [-0.4942, -4.4083, 5.8668], [-2.0929, 0.6495, -3.4333], [8.1579, 7.3342, -0.6896], [-0.7704, 2.7197, -2.6372], [-5.2553, -5.1295, -3.3797], [0.7580, 4.2913, -1.5215], [-4.2275, -5.6628, -2.4518], [-4.6040, -3.7628, 1.1954], [5.0992, 5.9207, -3.3685], [-4.5807, -7.2468, 10.8789], [10.2514, 9.4203, 1.1856], [0.4450, -4.3829, 6.4048], [7.7512, 0.7877, -0.5270], [7.1442, 6.9572, -0.6378], [-3.7527, -7.3132, -1.0945], [-3.2002, -3.5579, -0.3765], [-5.0200, -4.1897, -3.8635], [-3.9046, -4.7556, 6.6001], [-7.1609, -5.4126, -4.2636], [-4.2657, -4.7289, 1.5413], [-5.8930, -8.5365, -1.4929], [-4.0366, -6.0327, 8.7707], [-7.0592, -1.4095, 2.0268], [5.8150, 2.8105, -4.2626], [-1.2029, 4.7726, 0.4977], [8.7020, 6.3685, -2.4947], [-5.9930, -0.2360, 0.0975], [-8.6698, -7.8612, 9.4822], [-2.5605, 6.4116, -0.8892], [-2.5830, 2.7309, -3.6925], [3.4416, 1.7365, -3.3691], [-2.1343, -0.8462, -2.0611], [6.9879, -0.3577, -1.6181], [5.8416, 1.2032, -5.0133], [0.3092, -4.1665, 3.9213], [-1.6423, 0.5701, -4.4227], [-4.0450, -4.5436, 4.1297], [-2.7623, 2.1291, -2.0596], [2.0496, 4.3155, -5.5580], [7.5517, 2.1467, -3.0341], [6.5905, 2.4578, -1.5922], [-2.6622, 3.2882, -0.2923], [11.8095, 8.8304, -0.6734], [-8.1283, -6.6482, 7.3672], [-3.1381, 0.3398, -3.5483], [3.5073, 1.0607, -4.9970], [8.5779, 0.3394, -2.0147], [-0.7608, -0.8237, -2.9224], [1.6996, 2.5884, -5.6190]],
  "total_charge": 0,
  "smiles": "CCOCCOCC1=C(C(F)(F)C(F)(F)C(F)(F)F)C(=O)C([PH2]=N)=C(CCN)C1=O.O=C1C=CC(=O)C=C1.O=C1C=CC(=O)C=C1.O=C1C=CC(=O)C=C1.O=C1C=CC(=O)C=C1.O=C1C=CC(=O)C=C1",
  "homo_lumo_gap_ev": 7.133,
  "homo_ha": -0.3266
}

{
  "formula": "C3H2BrCl",
  "method": "ωB97M-V with the def2-TZVPD basis set",
  "species": ["Br", "Cl", "C", "C", "C", "H", "H"],
  "xyz": [[2.2645, 0.9008, -0.0781], [1.1550, -2.1422, -0.0213], [-1.5261, 0.4078, 0.7672], [0.6477, 0.1028, -0.5061], [-0.4992, 0.1789, 0.2180], [-2.5057, 0.6045, 1.0975], [0.4639, -0.0526, -1.4772]],
  "total_charge": 0,
  "homo_lumo_gap_ev": [8.451, 8.452],
  "de_lowest_kj_mol": 114.2,
  "homo_ha": [-0.3706, -0.3706]
}